## i
Density functional theory data (ωB97M-V/def2-TZVPD) for a gas-phase ion, H2O2PS (charge -1).

Geometry as XYZ:
```
6
Properties=species:S:1:pos:R:3:lowdin_charge:R:1
O -1.9544 -2.0198 -2.5859 -0.795
S -0.2221 -1.5609 -1.5504 0.431
O 0.2694 -2.7643 -0.8577 -0.724
P -0.8189 -0.2452 0.1370 0.478
H -0.3289 0.8540 -0.5627 -0.201
H 0.4447 -0.4765 0.6840 -0.189
```

Properties
HOMO energy: -3.44 eV
net charge: -1
frontier orbital gap: 7.580 eV

=====

## ii
Density functional theory data (ωB97M-V/def2-TZVPD) for a gas-phase ion, H2O2PS (charge -1).

Geometry as XYZ:
```
6
Properties=species:S:1:pos:R:3:lowdin_charge:R:1
O 0.8871 2.0049 -0.5184 -0.622
S 0.8496 0.7331 0.2328 0.400
O 1.6544 -0.2912 -0.4529 -0.636
P -1.3987 -0.2868 -0.0505 0.393
H -0.9271 -0.5672 1.1978 -0.286
H -1.0653 -1.5927 -0.4088 -0.248
```

Properties
HOMO energy: -2.87 eV
net charge: -1
frontier orbital gap: 7.024 eV

=====

Energy above the most stable structure, in kJ/mol: i 246.7; ii 0.0

=====

## i
Density functional theory data (ωB97M-V/def2-TZVPD) for 2 unconnected molecules or ions with the total composition C3H10N2O.

Geometry as XYZ:
```
16
Properties=species:S:1:pos:R:3:lowdin_charge:R:1
H -2.6858 1.2827 0.2817 0.042
N -1.6738 1.2711 0.3225 0.030
C -1.2433 0.2558 -0.3583 -0.297
N 0.0259 -0.1450 -0.4177 0.003
C 0.4457 -1.3795 -1.0066 -0.251
C 1.3302 -2.2575 -0.1069 -0.086
H -2.0340 -0.3108 -0.8545 0.127
H 0.6603 0.4188 0.1488 0.109
H -0.4664 -1.9896 -1.0214 0.103
H 0.7772 -1.4180 -2.0477 0.109
H 1.9584 -1.7520 0.6274 0.072
H 0.7167 -2.9686 0.4538 0.069
H 1.9580 -2.9245 -0.6894 0.064
O 0.7301 2.0593 1.2883 -0.121
H 1.0278 2.9472 1.5371 0.036
H -0.2397 2.0698 1.0436 -0.008
```

Properties
HOMO energy: -8.94 eV
frontier orbital gap: 9.969 eV

=====

## ii
Density functional theory data (ωB97M-V/def2-TZVPD) for 3 unconnected molecules or ions with the total composition C3H10N2O.

Geometry as XYZ:
```
16
Properties=species:S:1:pos:R:3:lowdin_charge:R:1
C -0.7259 -2.5116 -0.8879 -0.086
N 0.1413 -2.8854 -0.0517 -0.078
C 1.4399 -3.2483 -0.6111 -0.159
H -0.6336 -2.5354 -1.9662 0.069
H -1.6236 -2.0877 -0.4491 0.045
H 1.7905 -4.2240 -0.2809 0.069
H 1.5001 -3.2391 -1.7088 0.067
H 2.1562 -2.4925 -0.2848 0.074
C -3.6778 0.0280 1.5826 -0.150
O -3.6591 0.8529 2.4458 0.014
H -4.5981 -0.4508 1.2758 0.067
H -2.8989 -0.1995 0.8285 0.069
N 2.7909 5.8841 -0.0017 0.011
H 3.4181 5.3563 -0.5726 -0.004
H 1.8624 6.1594 -0.2725 0.000
H 2.7178 5.5934 0.9545 -0.007
```

Properties
HOMO energy: -9.59 eV
frontier orbital gap: 10.397 eV

=====

## iii
Density functional theory data (ωB97M-V/def2-TZVPD) for a molecular structure, C3H10N2O.

Geometry as XYZ:
```
16
Properties=species:S:1:pos:R:3:lowdin_charge:R:1
C 1.3304 -0.6221 -0.3517 -0.114
C -0.0056 0.1169 0.2244 -0.503
C -1.2282 -0.7276 -0.2873 -0.285
H 3.3083 -0.2348 0.2113 -0.094
H 2.7434 -0.3137 1.0357 0.033
H 1.2311 -0.3040 -1.2520 0.048
H 1.1494 -1.5349 -0.2485 0.029
H 0.0624 -0.1307 1.4894 0.187
H -1.1232 1.5753 0.1611 0.213
H -1.5132 -0.7202 -1.2676 0.072
H -1.3853 -1.8393 0.3741 0.170
H -3.3595 -0.0833 -0.1975 0.105
H -2.5006 -0.6028 1.3385 0.199
N 2.5483 0.0788 0.2083 0.116
N -2.3520 0.0556 0.2131 -0.122
O -0.0709 1.3306 -0.2634 -0.053
```

Properties
HOMO energy: -9.45 eV
frontier orbital gap: 10.030 eV

=====

Energy above the most stable structure, in kJ/mol: i 0.0; ii 192.1; iii 765.8

=====

## i
Density functional theory data (ωB97M-V/def2-TZVPD) for 2 unconnected molecules or ions with the total composition C3H10N2O.

Geometry as XYZ:
```
16
Properties=species:S:1:pos:R:3:lowdin_charge:R:1
H 0.7656 1.2805 -2.3575 0.040
N 0.5150 1.6430 -1.4416 0.072
C -0.6924 1.3555 -1.1893 -0.419
N -1.3469 1.8169 -0.0680 0.064
H -1.3254 0.7530 -1.8424 0.121
H -1.9505 1.1672 0.4206 0.084
H -0.7797 2.3647 0.5653 0.091
C 1.6098 -0.9453 1.0318 -0.094
C 0.3607 -1.7718 1.2419 -0.327
O -0.5304 -1.7679 0.1329 -0.087
H 2.2484 -1.0928 1.9137 0.076
H 2.1954 -1.2920 0.1814 0.077
H 1.4051 0.1203 0.9398 0.056
H -0.1613 -1.4653 2.1569 0.106
H 0.6284 -2.8166 1.4008 0.109
H -0.7088 -0.8454 -0.0956 0.031
```

Properties
HOMO energy: -9.87 eV
frontier orbital gap: 10.734 eV

=====

## ii
Density functional theory data (ωB97M-V/def2-TZVPD) for 2 unconnected molecules or ions with the total composition C3H10N2O.

Geometry as XYZ:
```
16
Properties=species:S:1:pos:R:3:lowdin_charge:R:1
C 2.0734 -1.0568 -1.6161 -0.078
N 1.9072 -0.3482 -0.5954 -0.074
C 1.3335 -1.0040 0.5692 -0.158
H 1.5715 -1.9897 -1.8979 0.078
H 2.8929 -0.8733 -2.3076 0.066
H 1.5773 -2.0630 0.7081 0.076
H 0.2495 -1.0073 0.7360 0.059
H 1.7558 -0.5459 1.4653 0.078
N -2.3062 0.4666 0.9339 0.017
C -1.7779 1.3623 -0.0450 -0.364
O -0.5139 1.9178 0.2924 -0.065
H -1.6040 0.0676 1.5311 0.051
H -3.1654 0.6563 1.4164 0.063
H -1.7463 0.8939 -1.0187 0.099
H -2.3975 2.2505 -0.1887 0.115
H 0.1500 1.2732 0.0170 0.036
```

Properties
HOMO energy: -9.07 eV
frontier orbital gap: 9.891 eV

=====

## iii
Density functional theory data (ωB97M-V/def2-TZVPD) for 2 unconnected molecules or ions with the total composition C3H10N2O.

Geometry as XYZ:
```
16
Properties=species:S:1:pos:R:3:lowdin_charge:R:1
C 0.7192 -0.2315 -0.7318 -0.302
N -0.5692 -0.0955 -0.0380 0.003
C -1.1487 -1.3857 0.2113 -0.391
O -2.1590 -1.3127 1.2147 -0.075
C 1.3828 1.0573 -1.0784 -0.286
N 1.5684 2.0001 0.0952 -0.032
H 0.5722 -0.8762 -1.6046 0.124
H 1.5177 -0.6657 -0.0307 0.133
H 0.0834 0.2606 1.6786 0.263
H -1.6753 -1.7548 -0.6987 0.144
H -0.4628 -2.1259 0.5520 0.103
H -1.8921 -0.4405 1.5607 0.048
H 2.4528 0.9712 -1.3659 0.114
H 1.0051 1.7770 -1.8099 0.103
H 2.3190 1.7569 0.7289 0.047
H 0.7269 1.7460 0.6574 0.005
```

Properties
HOMO energy: -9.44 eV
frontier orbital gap: 8.070 eV

=====

Energy above the most stable structure, in kJ/mol: i 0.0; ii 147.6; iii 442.2